# 1
{
  "formula": "CHClFNS",
  "method": "ωB97M-V with the def2-TZVPD basis set",
  "homo_lumo_gap_ev": [8.47, 8.19],
  "de_lowest_kcal_mol": 94.6,
  "charge": 0,
  "homo_ev": [-9.68, -9.14],
  "elements": ["C", "N", "F", "S", "Cl", "H"],
  "xyz": [[-0.9850, -0.2765, -0.1325], [1.1632, 0.9482, -0.3237], [-1.7137, -0.6894, -1.1329], [-1.0516, -0.5123, 1.4420], [1.4441, 0.3197, 1.2417], [1.1429, 0.2104, -1.0945]],
  "nbo_charge": [0.22, -0.61, -0.29, 0.15, 0.20, 0.34]
}


# 2
{
  "formula": "CHClIO4PYb",
  "method": "ωB97M-V with the def2-TZVPD basis set",
  "homo_lumo_gap_ev": 7.50,
  "charge": 2,
  "homo_ev": -17.40,
  "elements": ["O", "C", "O", "Cl", "O", "P", "O", "I", "H", "Yb"],
  "xyz": [[-2.2456, 0.3568, 1.5355], [-1.1007, 0.2957, 1.3191], [-0.1673, 1.2680, 1.2474], [-0.7466, 2.6724, 0.4917], [-0.4540, -0.9412, 1.0919], [0.7046, -1.3062, 0.0856], [1.9041, -0.3229, 0.3604], [-0.2936, -0.2371, -2.1963], [1.9551, 0.5569, -0.0365], [0.4440, -2.3426, -3.8988]],
  "nbo_charge": [-0.42, 0.97, -0.54, 0.34, -0.82, 1.53, -0.99, -0.45, 0.55, 1.82]
}


# 3
{
  "formula": "CHClN2",
  "method": "ωB97M-V with the def2-TZVPD basis set",
  "smiles": "ClC1N=N1",
  "homo_lumo_gap_ev": 10.58,
  "de_lowest_kcal_mol": 7.2,
  "charge": 0,
  "homo_ev": -10.39,
  "elements": ["Cl", "C", "N", "N", "H"],
  "xyz": [[0.4925, 0.4044, -2.1428], [-0.2865, 0.4267, -0.5931], [-1.0284, 1.5686, -0.1747], [-1.6722, 0.6144, -0.5269], [0.3374, 0.0925, 0.1263]],
  "nbo_charge": [-0.03, -0.09, -0.03, -0.04, 0.19]
}


# 4
{
  "formula": "CHClN2O2S",
  "method": "ωB97M-V with the def2-TZVPD basis set",
  "smiles": "N#CS(=O)(=O)NCl",
  "homo_lumo_gap_ev": 11.09,
  "de_lowest_kcal_mol": 38.8,
  "charge": 0,
  "homo_ev": -11.20,
  "elements": ["N", "C", "S", "O", "O", "N", "Cl", "H"],
  "xyz": [[-3.4505, -0.5682, 1.4226], [-2.6277, -0.2792, 0.6934], [-1.5052, 0.3533, -0.4639], [-2.0063, -0.2205, -1.8104], [-1.2287, 1.7020, -0.3847], [-0.2379, -0.4563, 0.2040], [-0.0929, -2.0772, -0.2442], [0.5967, 0.0610, 0.3684]],
  "nbo_charge": [-0.19, -0.10, 2.25, -0.85, -0.86, -0.89, 0.21, 0.43]
}


# 5
{
  "formula": "CHClN2O2S",
  "method": "ωB97M-V with the def2-TZVPD basis set",
  "homo_lumo_gap_ev": 9.34,
  "de_lowest_kcal_mol": 26.3,
  "charge": 0,
  "homo_ev": -11.01,
  "elements": ["C", "N", "N", "O", "O", "S", "Cl", "H"],
  "xyz": [[1.6135, -0.7733, 0.5191], [2.0821, -1.5130, 1.2551], [-1.6106, -0.0038, -0.0033], [1.1224, 0.2197, -0.1022], [-3.9388, -1.1450, 0.2267], [-2.5570, -1.2356, -0.1534], [-2.1968, 1.5016, 0.5645], [0.3378, 0.5950, 0.3413]],
  "nbo_charge": [0.54, -0.42, -0.83, -0.65, -0.82, 1.49, 0.17, 0.53]
}


# 6
{
  "formula": "CHClNO2S",
  "method": "ωB97M-V with the def2-TZVPD basis set",
  "homo_lumo_gap_ev": 6.62,
  "de_lowest_kcal_mol": 41.8,
  "charge": -1,
  "homo_ev": -2.96,
  "elements": ["C", "N", "O", "O", "S", "Cl", "H"],
  "xyz": [[2.3971, -1.2447, -2.1747], [-0.3585, 0.6277, -1.3767], [3.1411, -0.4522, -2.5519], [1.7465, -2.1752, -1.8720], [0.8034, 0.4429, -0.3625], [-0.1912, -0.1533, -3.0777], [0.6208, -0.7325, 0.1817]],
  "nbo_charge": [1.04, -0.91, -0.54, -0.55, 0.22, -0.23, -0.03]
}


# 7
{
  "formula": "CHClNP",
  "method": "ωB97M-V with the def2-TZVPD basis set",
  "homo_lumo_gap_ev": 8.08,
  "de_lowest_kcal_mol": 16.4,
  "charge": 0,
  "homo_ev": -10.94,
  "elements": ["C", "N", "P", "Cl", "H"],
  "xyz": [[0.2525, 0.9962, 0.1516], [0.1428, 1.9537, -0.4573], [0.4241, -0.5252, 0.9029], [-1.8443, -1.4001, -0.2243], [1.0250, -1.0247, -0.3729]],
  "nbo_charge": [-0.18, -0.18, 0.71, -0.39, 0.04]
}


# 8
{
  "formula": "CHClO2S",
  "method": "ωB97M-V with the def2-TZVPD basis set",
  "homo_lumo_gap_ev": [9.34, 6.48],
  "de_lowest_kcal_mol": 55.9,
  "charge": 0,
  "homo_ev": [-9.43, -8.13],
  "elements": ["C", "O", "O", "S", "Cl", "H"],
  "xyz": [[-1.1264, -0.3666, 0.0682], [-1.2472, -0.1744, 1.2535], [-0.4507, 2.6723, -1.6362], [-1.5797, 1.8931, -2.1905], [-0.8468, 0.5128, -3.5159], [-0.5195, -0.7637, -0.7023]],
  "nbo_charge": [0.33, -0.45, -0.77, 0.97, -0.24, 0.16]
}


# 9
{
  "formula": "CHCsO3",
  "method": "ωB97M-V with the def2-TZVPD basis set",
  "homo_lumo_gap_ev": 6.41,
  "charge": 0,
  "homo_ev": -7.01,
  "elements": ["Cs", "O", "C", "O", "O", "H"],
  "xyz": [[-2.4742, 0.8852, -0.9007], [-3.5062, 2.7593, -2.5691], [-4.6752, 3.6825, -4.7115], [-4.1932, 4.8149, -4.5317], [-4.6895, 2.6440, -4.2824], [-3.2930, 3.5665, -2.9342]],
  "mulliken_charge": [0.92, -0.97, 0.58, -0.50, -0.16, 0.14]
}


# 10
{
  "formula": "CHCuO3",
  "method": "ωB97M-V with the def2-TZVPD basis set",
  "homo_lumo_gap_ev": [8.33, 8.02],
  "multiplicity": 3,
  "de_lowest_kcal_mol": 0.0,
  "charge": 0,
  "s2": 2.003,
  "homo_ev": [-7.97, -11.08],
  "elements": ["H", "O", "O", "O", "C", "Cu"],
  "xyz": [[-0.3757, -1.5792, 0.0585], [0.3511, 1.3377, 0.0362], [-1.6960, 0.3710, -0.0059], [0.2190, -0.8186, -0.0401], [-0.4826, 0.3884, -0.0766], [1.9842, 0.3008, 0.0280]],
  "mulliken_spin": [0.02, 0.11, 0.02, -0.04, 0.01, 1.87]
}


# 11
{
  "formula": "CHDyLiO3",
  "method": "ωB97M-V with the def2-TZVPD basis set",
  "homo_lumo_gap_ev": [9.65, 6.15],
  "multiplicity": 6,
  "charge": 3,
  "s2": 9.605,
  "homo_ev": [-26.05, -24.32],
  "elements": ["O", "C", "H", "O", "O", "Li", "Dy"],
  "xyz": [[1.6440, -3.4377, -1.4637], [1.2349, -2.3827, -1.0305], [0.6437, -2.4035, -0.0014], [-1.0103, -2.8084, -1.4411], [-0.2077, -1.9642, -1.1235], [-1.6804, -2.1147, -3.0303], [-0.0488, -4.7339, -2.4198]],
  "mulliken_spin": [-0.02, 0.26, 0.01, 0.22, 0.38, 0.03, 4.10]
}


# 12
{
  "formula": "CHF2IS",
  "method": "ωB97M-V with the def2-TZVPD basis set",
  "homo_lumo_gap_ev": [7.70, 7.46],
  "multiplicity": 3,
  "de_lowest_kcal_mol": 44.2,
  "charge": 0,
  "s2": 2.008,
  "homo_ev": [-7.74, -9.23],
  "elements": ["C", "F", "F", "S", "I", "H"],
  "xyz": [[-0.2389, -0.9898, -0.4295], [-0.2047, -2.2610, -0.0378], [1.0175, 2.2617, -0.0945], [0.7385, 1.6634, 1.4439], [-1.4304, 0.2734, 0.5749], [0.1180, -0.9477, -1.4570]],
  "mulliken_spin": [0.85, 0.07, 0.02, 0.75, 0.29, 0.02]
}


Results for E_tot: -1051.499884; -2596.933866; -608.320141; -1156.953224; -1156.973179; -1102.326826; -894.936902; -1047.444296; -284.491152; -1904.811572; -1155.481675; -934.140646 (in Ha, following the order of the records).